[1]
{"formula": "C32H48Cl8O24", "method": "wB97M-V/def2-TZVPD", "de_lowest_ev": 2.679, "energy_ev": -183281.01413, "max_force_ev_per_a": 4.76, "smiles": "O=C1OCCO1.O=C1OCCO1.O=C1OCCO1.O=C1OCCO1.O=C1OCCO1.O=C1OCCO1.O=C1OCCO1.O=C1OCCO1.ClCCCl.ClCCCl.ClCCCl.ClCCCl", "e_lumo_ev": -0.07, "species": ["O", "C", "O", "C", "C", "O", "H", "H", "H", "H", "O", "C", "O", "C", "C", "O", "H", "H", "H", "H", "O", "C", "O", "C", "C", "O", "H", "H", "H", "H", "O", "C", "O", "C", "C", "O", "H", "H", "H", "H", "O", "C", "O", "C", "C", "O", "H", "H", "H", "H", "O", "C", "O", "C", "C", "O", "H", "H", "H", "H", "O", "C", "O", "C", "C", "O", "H", "H", "H", "H", "O", "C", "O", "C", "C", "O", "H", "H", "H", "H", "Cl", "C", "C", "Cl", "H", "H", "H", "H", "Cl", "C", "C", "Cl", "H", "H", "H", "H", "Cl", "C", "C", "Cl", "H", "H", "H", "H", "Cl", "C", "C", "Cl", "H", "H", "H", "H"], "xyz": [[9.560, -6.435, -32.584], [8.789, -6.862, -31.728], [8.007, -7.910, -31.793], [7.011, -7.842, -30.832], [7.571, -6.915, -29.851], [8.529, -6.196, -30.548], [6.147, -7.427, -31.350], [6.765, -8.846, -30.486], [8.093, -7.443, -29.052], [6.837, -6.218, -29.449], [2.707, -15.681, -32.294], [3.274, -14.617, -32.288], [3.866, -14.103, -31.198], [4.325, -12.759, -31.468], [3.927, -12.540, -32.958], [3.286, -13.793, -33.307], [3.673, -12.133, -30.859], [5.335, -12.598, -31.092], [4.774, -12.351, -33.617], [3.221, -11.712, -33.008], [5.216, -10.484, -24.625], [6.076, -11.231, -25.013], [6.321, -12.413, -24.453], [7.362, -13.108, -25.078], [7.851, -12.059, -26.067], [6.878, -11.056, -26.016], [8.246, -13.318, -24.476], [6.958, -14.013, -25.531], [7.930, -12.407, -27.097], [8.851, -11.706, -25.814], [4.123, -16.994, -27.814], [5.124, -16.379, -28.199], [5.645, -16.457, -29.439], [6.669, -15.479, -29.611], [6.781, -14.960, -28.178], [5.848, -15.611, -27.349], [7.643, -15.961, -29.705], [6.296, -14.630, -30.183], [6.478, -13.918, -28.084], [7.793, -15.146, -27.816], [8.987, -13.160, -29.282], [8.778, -12.618, -30.373], [7.754, -12.844, -31.213], [7.708, -11.916, -32.231], [9.083, -11.251, -32.201], [9.553, -11.647, -30.930], [7.601, -12.266, -33.258], [6.940, -11.174, -32.012], [8.980, -10.167, -32.249], [9.722, -11.641, -32.993], [5.934, -10.630, -37.723], [6.136, -11.713, -37.140], [5.201, -12.544, -36.494], [5.673, -13.923, -36.525], [7.201, -13.596, -36.560], [7.268, -12.337, -37.138], [5.479, -14.461, -35.598], [5.334, -14.489, -37.392], [7.808, -14.276, -37.157], [7.638, -13.555, -35.562], [5.780, -10.817, -29.599], [5.097, -10.287, -28.722], [3.711, -10.408, -28.609], [3.287, -9.584, -27.562], [4.431, -8.619, -27.486], [5.529, -9.253, -28.003], [2.314, -9.166, -27.820], [3.314, -10.170, -26.643], [4.494, -8.385, -26.423], [4.357, -7.693, -28.058], [8.835, -10.344, -34.937], [8.996, -9.299, -35.562], [9.445, -9.221, -36.870], [9.460, -7.867, -37.338], [9.498, -7.106, -35.994], [8.942, -8.037, -35.106], [10.386, -7.642, -37.868], [8.611, -7.568, -37.953], [8.840, -6.245, -36.116], [10.517, -6.777, -35.795], [14.070, -7.994, -33.157], [12.573, -8.255, -33.982], [11.895, -9.408, -33.186], [12.628, -10.983, -33.587], [12.661, -8.435, -35.053], [12.116, -7.270, -33.883], [10.821, -9.424, -33.375], [12.011, -9.321, -32.106], [2.500, -10.009, -35.017], [3.484, -8.472, -34.865], [4.950, -8.774, -34.681], [5.225, -9.407, -33.024], [3.159, -7.840, -34.039], [3.524, -7.964, -35.828], [5.626, -7.920, -34.694], [5.309, -9.529, -35.380], [11.362, -12.154, -26.610], [11.691, -11.175, -28.112], [10.738, -10.004, -28.180], [11.064, -9.040, -29.653], [11.450, -11.842, -28.940], [12.754, -10.949, -28.198], [10.817, -9.423, -27.261], [9.723, -10.401, -28.211], [13.406, -13.502, -30.697], [12.766, -14.825, -31.760], [12.007, -14.268, -33.011], [11.103, -15.701, -33.592], [11.989, -15.247, -31.121], [13.483, -15.620, -31.963], [12.632, -14.052, -33.878], [11.312, -13.450, -32.823]], "mulliken_charge": [-0.589, 0.355, 0.340, 0.243, -0.227, -0.404, 0.347, -0.592, 0.265, 0.294, -0.603, 0.566, -0.367, 0.906, 0.431, -0.415, -0.004, -0.452, -0.027, -0.042, -0.619, 0.678, -0.386, -0.119, 0.673, -0.236, 0.290, 0.148, -0.443, 0.061, -0.606, 0.483, -0.360, 0.594, 0.280, -0.409, 0.335, -0.312, -0.377, 0.317, -0.679, 0.477, -0.434, 1.790, 0.669, 0.207, -0.169, -0.701, -0.889, 0.030, -0.624, 0.754, -0.315, -0.220, -0.139, -0.294, 0.211, 0.296, 0.330, 0.057, -0.157, 0.148, -0.316, -0.473, -0.538, -0.113, 0.320, 0.297, 0.298, 0.383, -0.450, 0.423, -0.356, -0.453, -0.351, -0.082, 0.318, 0.288, 0.329, 0.179, -0.194, -0.219, 0.746, -0.174, 0.404, 0.100, -0.712, -0.032, -0.163, -0.469, -0.259, 0.032, 0.354, 0.376, 0.362, -0.233, -0.237, 0.249, -0.255, -0.124, -0.410, 0.473, 0.519, -0.205, -0.187, -0.438, 0.265, -0.219, 0.215, 0.417, 0.342, -0.392]}



[2]
{"formula": "C32H48ClNO2S", "method": "wB97M-V/def2-TZVPD", "energy_ev": -62880.19831, "max_force_ev_per_a": 4.94, "smiles": "CCCCCCCCCCCCN1c2ccc(CCCCO)cc2Sc2c(CCCOC)ccc(Cl)c21", "e_lumo_ev": -0.08, "species": ["C", "C", "C", "C", "C", "C", "C", "C", "C", "C", "C", "C", "N", "C", "C", "C", "C", "C", "C", "C", "C", "O", "C", "C", "S", "C", "C", "C", "C", "C", "O", "C", "C", "C", "C", "Cl", "C", "H", "H", "H", "H", "H", "H", "H", "H", "H", "H", "H", "H", "H", "H", "H", "H", "H", "H", "H", "H", "H", "H", "H", "H", "H", "H", "H", "H", "H", "H", "H", "H", "H", "H", "H", "H", "H", "H", "H", "H", "H", "H", "H", "H", "H", "H", "H", "H"], "xyz": [[-0.472, 6.129, 1.140], [-0.134, 4.551, 1.468], [0.882, 3.841, 0.393], [0.278, 3.818, -1.167], [0.725, 2.480, -2.004], [1.136, 2.793, -3.560], [0.510, 1.760, -4.668], [0.700, 0.168, -4.320], [2.173, -0.449, -4.688], [2.501, -1.913, -4.027], [1.228, -2.655, -3.309], [1.161, -2.206, -1.708], [-0.114, -2.701, -1.012], [-0.977, -1.486, -0.755], [-2.254, -1.246, -1.808], [-3.237, 0.074, -1.657], [-3.055, 1.232, -0.469], [-3.997, 2.568, -0.343], [-5.401, 2.354, 0.477], [-6.172, 0.937, 0.180], [-6.783, 0.780, -1.333], [-6.520, 1.913, -2.234], [-1.789, 0.947, 0.585], [-0.786, -0.383, 0.444], [0.643, -0.704, 1.669], [0.816, -2.594, 1.647], [1.403, -3.384, 2.999], [1.857, -2.595, 4.386], [3.001, -3.381, 5.258], [4.320, -2.461, 5.640], [5.247, -3.268, 6.487], [6.593, -2.676, 6.365], [1.480, -5.042, 2.863], [1.068, -5.877, 1.510], [0.536, -5.012, 0.222], [0.128, -6.014, -1.326], [0.383, -3.353, 0.259], [-1.593, 6.353, 1.443], [0.204, 6.832, 1.824], [-0.259, 6.441, 0.018], [-1.171, 3.987, 1.538], [0.356, 4.524, 2.542], [1.159, 2.770, 0.779], [1.890, 4.473, 0.410], [-0.905, 3.872, -1.088], [0.715, 4.786, -1.699], [1.664, 1.996, -1.456], [-0.141, 1.695, -1.914], [0.681, 3.868, -3.813], [2.300, 2.903, -3.645], [-0.624, 2.023, -4.817], [1.063, 1.950, -5.697], [0.348, -0.005, -3.217], [-0.084, -0.415, -5.005], [2.312, -0.549, -5.869], [2.993, 0.309, -4.273], [3.019, -2.635, -4.823], [3.343, -1.735, -3.199], [1.457, -3.826, -3.285], [0.206, -2.542, -3.869], [2.089, -2.727, -1.173], [1.282, -1.050, -1.544], [-2.424, -2.019, -2.699], [-4.126, 0.266, -2.416], [-3.374, 3.390, 0.209], [-4.233, 2.949, -1.446], [-5.113, 2.337, 1.635], [-6.071, 3.315, 0.339], [-7.108, 0.908, 0.920], [-5.524, -0.017, 0.487], [-6.407, -0.263, -1.744], [-7.970, 0.683, -1.263], [-7.330, 2.508, -2.326], [-1.577, 1.719, 1.449], [0.851, -2.450, 5.004], [2.231, -1.496, 4.138], [2.505, -3.746, 6.280], [3.420, -4.361, 4.750], [4.064, -1.438, 6.147], [4.903, -2.291, 4.618], [6.444, -1.566, 5.997], [7.173, -3.251, 5.525], [7.216, -2.739, 7.360], [1.896, -5.620, 3.797], [1.175, -7.064, 1.469]], "mulliken_charge": [-0.940, -0.142, -0.490, -0.502, 0.447, -0.646, -0.810, 0.531, -0.506, -0.569, -0.299, -0.366, 0.254, -0.380, -0.695, -0.304, 0.308, -0.524, -0.709, -0.397, -0.471, -0.494, -0.354, 0.670, -0.305, 0.425, 0.199, -0.243, -0.465, -0.575, -0.356, -0.573, -0.471, -0.457, 0.068, -0.203, -0.344, 0.272, 0.279, 0.225, -0.040, 0.355, 0.135, 0.316, 0.068, 0.388, 0.209, -0.407, 0.334, 0.229, 0.287, 0.286, -0.567, 0.229, 0.281, 0.145, 0.320, 0.250, 0.295, 0.100, 0.497, -0.012, 0.279, 0.327, 0.149, 0.322, 0.322, 0.295, 0.351, 0.262, 0.178, 0.326, 0.304, 0.166, 0.278, 0.303, 0.264, 0.228, 0.284, 0.337, 0.279, 0.225, 0.224, 0.224, 0.280]}



[3]
{"formula": "C32H48O3RhSSe", "method": "wB97M-V/def2-TZVPD", "de_lowest_ev": 0.000, "energy_ev": -119288.28025, "max_force_ev_per_a": 0.14, "e_lumo_ev": [-1.97, -5.14], "charge": 1, "multiplicity": 5, "s2": 6.04, "species": ["Rh", "C", "C", "C", "C", "C", "C", "C", "Se", "C", "C", "C", "C", "C", "C", "O", "C", "C", "C", "C", "C", "C", "C", "C", "C", "O", "C", "C", "C", "C", "C", "C", "H", "H", "H", "H", "H", "H", "H", "H", "H", "H", "H", "H", "H", "H", "H", "H", "H", "H", "H", "H", "H", "H", "H", "H", "H", "H", "H", "H", "H", "H", "H", "H", "H", "H", "H", "H", "H", "H", "H", "H", "O", "S", "C", "C", "C", "C", "H", "H", "H", "H", "H", "H", "H", "H"], "xyz": [[0.450, 2.172, -1.931], [-2.406, -0.553, 4.389], [-3.137, -1.087, 3.157], [-3.013, -2.617, 3.149], [-4.617, -0.695, 3.262], [-2.552, -0.529, 1.861], [-1.490, 0.355, 1.828], [-0.996, 0.793, 0.607], [0.556, 1.922, 0.621], [1.863, 0.519, 0.420], [2.013, -0.384, 1.425], [2.927, -1.449, 1.297], [3.749, -1.486, 0.154], [3.691, -0.578, -0.873], [2.625, 0.415, -0.806], [2.339, 1.125, -1.812], [4.637, -0.716, -2.068], [4.053, -1.794, -2.997], [4.841, 0.576, -2.872], [6.027, -1.163, -1.585], [3.058, -2.531, 2.352], [2.785, -3.892, 1.688], [4.488, -2.509, 2.918], [2.069, -2.344, 3.503], [-1.534, 0.400, -0.629], [-1.006, 0.829, -1.777], [-2.641, -0.481, -0.612], [-3.088, -0.912, 0.631], [-3.375, -1.030, -1.848], [-4.874, -0.713, -1.716], [-3.181, -2.554, -1.889], [-2.919, -0.472, -3.200], [-2.854, -0.976, 5.289], [-1.350, -0.833, 4.384], [-2.477, 0.534, 4.465], [-3.426, -3.033, 4.069], [-3.550, -3.064, 2.311], [-1.966, -2.921, 3.076], [-5.048, -1.096, 4.182], [-4.730, 0.391, 3.277], [-5.199, -1.083, 2.425], [-1.029, 0.712, 2.740], [1.410, -0.294, 2.317], [4.472, -2.286, 0.093], [3.064, -1.505, -3.358], [4.705, -1.925, -3.862], [3.966, -2.754, -2.484], [3.959, 0.858, -3.437], [5.120, 1.413, -2.229], [5.657, 0.411, -3.576], [6.029, -2.148, -1.120], [6.696, -1.220, -2.444], [6.448, -0.446, -0.878], [3.498, -4.112, 0.894], [2.866, -4.682, 2.436], [1.779, -3.925, 1.265], [5.237, -2.693, 2.147], [4.709, -1.550, 3.389], [4.590, -3.290, 3.673], [1.034, -2.361, 3.155], [2.191, -3.160, 4.215], [2.242, -1.411, 4.043], [-3.922, -1.603, 0.648], [-5.323, -1.162, -0.830], [-5.038, 0.366, -1.666], [-5.409, -1.097, -2.586], [-3.560, -3.041, -0.990], [-3.711, -2.973, -2.746], [-2.123, -2.804, -1.989], [-3.025, 0.611, -3.251], [-1.883, -0.721, -3.418], [-3.548, -0.912, -3.976], [0.128, 4.213, -2.415], [-0.119, 5.261, -1.314], [-0.483, 6.757, -2.278], [-2.005, 6.959, -2.301], [-2.648, 5.604, -2.017], [-1.849, 5.026, -0.858], [-0.061, 6.533, -3.257], [0.066, 7.589, -1.840], [-2.320, 7.374, -3.257], [-2.290, 7.672, -1.525], [-2.563, 4.943, -2.881], [-3.703, 5.694, -1.763], [-1.995, 3.962, -0.666], [-2.003, 5.582, 0.071]], "mulliken_spin": [2.409, 0.000, -0.001, 0.003, 0.002, 0.035, -0.048, 0.029, 0.151, 0.122, 0.081, -0.007, 0.056, 0.109, 0.228, 0.326, 0.032, 0.025, -0.003, 0.012, 0.026, 0.029, 0.036, 0.018, 0.017, 0.211, 0.054, -0.015, 0.012, 0.002, 0.002, -0.001, 0.000, 0.000, 0.000, 0.000, 0.000, 0.000, 0.000, 0.000, 0.000, -0.013, -0.004, 0.005, -0.004, 0.002, -0.001, -0.002, 0.002, 0.001, 0.000, 0.000, -0.003, -0.001, 0.002, -0.002, -0.002, -0.003, 0.003, -0.006, 0.000, -0.001, 0.001, 0.000, -0.001, 0.001, 0.000, 0.001, -0.001, -0.001, -0.003, 0.001, 0.072, 0.004, 0.002, 0.002, 0.000, 0.008, 0.000, 0.000, 0.000, 0.000, 0.001, 0.000, -0.005, -0.002]}